[1]
{"formula": "C4H11NO", "method": "ωB97M-V/def2-TZVPD", "elements": ["C", "C", "O", "N", "H", "H", "H", "H", "H", "C", "C", "H", "H", "H", "H", "H", "H"], "xyz": [[1.64108, -0.69346, -0.61703], [2.15616, 0.55302, 0.02255], [3.30642, 0.92780, 0.00934], [1.31938, 1.08228, 1.01442], [0.59555, -0.87597, -0.25206], [2.19524, -1.53945, -0.09210], [1.68296, 1.83091, 1.56662], [0.53249, 0.59631, 1.38607], [1.70169, -0.83859, -1.69346], [-1.97280, 0.55143, -0.48125], [-1.87558, -0.84103, 0.14423], [-0.96265, 1.02069, -0.63235], [-2.32931, 0.63645, -1.49778], [-2.51480, 1.18845, 0.21125], [-1.24002, -0.86926, 1.04517], [-1.36639, -1.52731, -0.51711], [-2.86940, -1.20226, 0.38350]], "lumo_energy_ev": 0.81, "e_above_lowest_kcal_mol": 14.2, "total_energy_ha": -288.99443, "homo_lumo_gap_ev": 10.59, "smiles": "CC(N)=O.CC"}

=====

[2]
{"formula": "C53H50ClN4OP2RuS2", "method": "ωB97M-V/def2-TZVPD", "elements": ["Ru", "C", "C", "C", "C", "C", "C", "C", "C", "P", "C", "C", "C", "C", "C", "C", "C", "C", "C", "C", "C", "C", "C", "O", "C", "C", "C", "C", "C", "C", "P", "C", "C", "C", "C", "C", "C", "C", "C", "C", "C", "C", "C", "H", "H", "H", "H", "H", "H", "H", "H", "H", "H", "H", "H", "H", "H", "H", "H", "H", "H", "H", "H", "H", "H", "H", "H", "H", "H", "H", "H", "H", "H", "H", "H", "C", "N", "C", "S", "N", "C", "H", "H", "H", "H", "H", "H", "H", "H", "S", "C", "N", "C", "C", "C", "N", "H", "H", "H", "H", "Cl", "C", "C", "C", "C", "C", "C", "C", "H", "H", "H", "H", "H", "H"], "xyz": [[0.14291, -0.66283, 0.46465], [4.97999, 0.82412, 5.54072], [4.41842, -0.33850, 4.70935], [5.13164, -1.64012, 5.09907], [2.91504, -0.46655, 4.98956], [2.39551, -0.60406, 6.27562], [1.02426, -0.61421, 6.50710], [0.13585, -0.46877, 5.44648], [0.61135, -0.37546, 4.14178], [-0.42627, 0.05696, 2.68285], [-0.43350, 1.85087, 2.85082], [0.53965, 2.54510, 2.13349], [0.69964, 3.91204, 2.31411], [-0.12731, 4.59432, 3.19682], [-1.09727, 3.90416, 3.91611], [-1.24173, 2.53328, 3.75674], [-2.03049, -0.65398, 3.13097], [-3.21276, 0.03258, 2.87012], [-4.44472, -0.56044, 3.14050], [-4.49745, -1.84193, 3.66910], [-3.31624, -2.53536, 3.92574], [-2.08981, -1.94699, 3.65581], [1.98387, -0.40355, 3.97348], [2.33848, -0.29418, 2.67910], [3.61507, -0.09279, 2.30238], [3.74656, 0.07764, 0.93612], [5.01685, 0.38979, 0.45876], [6.09204, 0.47348, 1.33269], [5.90717, 0.23431, 2.69097], [4.65030, -0.05139, 3.21920], [2.36192, -0.24250, -0.22726], [2.97386, -1.79860, -0.96109], [3.70848, -2.66838, -0.15166], [4.12059, -3.90273, -0.63157], [3.79487, -4.28717, -1.92487], [3.07674, -3.42502, -2.74193], [2.67056, -2.18499, -2.26574], [2.46657, 1.05448, -1.47400], [1.65340, 2.17510, -1.30099], [1.76157, 3.26280, -2.15248], [2.67930, 3.23369, -3.19617], [3.48102, 2.11702, -3.38608], [3.37744, 1.02967, -2.52687], [4.83364, 0.64601, 6.60682], [4.49043, 1.76390, 5.28078], [6.05232, 0.93937, 5.37651], [5.01221, -1.84010, 6.16557], [6.20082, -1.57264, 4.88928], [4.72905, -2.49107, 4.54597], [3.07580, -0.67918, 7.11648], [0.65257, -0.70494, 7.51867], [-0.92857, -0.42786, 5.64770], [1.19406, 2.01379, 1.45334], [1.46906, 4.44328, 1.76772], [-0.01108, 5.66148, 3.33632], [-1.73251, 4.43255, 4.61530], [-1.97874, 2.00389, 4.34966], [-3.18147, 1.03547, 2.45977], [-5.36000, -0.01169, 2.95523], [-5.45357, -2.29363, 3.90269], [-3.35314, -3.52756, 4.35888], [-1.17370, -2.48402, 3.87401], [5.17787, 0.55633, -0.60041], [7.07724, 0.70920, 0.95467], [6.76295, 0.28373, 3.35460], [3.97914, -2.38141, 0.85654], [4.70734, -4.55358, 0.00354], [4.11593, -5.25054, -2.29981], [2.84213, -3.71127, -3.75920], [2.13608, -1.51614, -2.92744], [0.93090, 2.20162, -0.49131], [1.13320, 4.13318, -2.00670], [2.77066, 4.08058, -3.86419], [4.19434, 2.09162, -4.19945], [4.00000, 0.15882, -2.68978], [-1.01579, 1.77953, -3.49402], [-1.89846, 0.62911, -3.65027], [-1.70351, -0.57543, -3.10572], [-0.36229, -0.90670, -2.12329], [-2.58356, -1.52634, -3.46905], [-2.59495, -2.91896, -3.05319], [-0.96696, 2.09434, -2.45617], [-1.43434, 2.58855, -4.08879], [-0.01287, 1.54530, -3.84682], [-2.64884, 0.72260, -4.31638], [-3.30681, -1.24819, -4.11451], [-1.71785, -3.10401, -2.43914], [-2.55716, -3.56685, -3.92679], [-3.49881, -3.14284, -2.48598], [0.62618, -2.74734, 1.15163], [-0.98614, -3.08293, 0.88571], [-1.57634, -4.30177, 0.99194], [-2.89530, -4.49062, 0.77196], [-3.67691, -3.43168, 0.43315], [-3.03547, -2.18425, 0.33774], [-1.75085, -2.02522, 0.54303], [-0.99378, -5.08611, 1.25785], [-3.25664, -5.50368, 0.88314], [-4.73458, -3.54686, 0.25678], [-3.60442, -1.29331, 0.09732], [-4.67198, 6.69784, 0.53177], [-3.95185, 5.13844, 0.35398], [-2.60044, 5.04262, 0.04044], [-2.02536, 3.79563, -0.09714], [-2.78416, 2.61991, 0.07502], [-2.20380, 1.33828, -0.06437], [-4.15536, 2.75824, 0.38444], [-4.73630, 4.00178, 0.52260], [-2.01653, 5.94400, -0.08689], [-0.96960, 3.71741, -0.33865], [-1.16799, 1.25640, -0.36300], [-2.78548, 0.43511, 0.00161], [-4.76591, 1.86936, 0.50886], [-5.78672, 4.10620, 0.75795]], "lumo_energy_ev": [-5.79, -5.79], "multiplicity": 2, "s_squared": 0.7891, "e_above_lowest_kcal_mol": 17.2, "total_energy_ha": -4377.64879, "homo_lumo_gap_ev": [5.95, 6.57], "total_charge": 2}

=====

[3]
{"formula": "C4H9O2P", "method": "ωB97M-V/def2-TZVPD", "elements": ["C", "C", "C", "C", "O", "O", "P", "H", "H", "H", "H", "H", "H", "H", "H", "H"], "xyz": [[0.76229, -0.39202, 0.96765], [0.67253, 1.12985, 1.15697], [-0.64132, 0.74609, -0.62756], [-0.28943, -0.64215, -0.09381], [0.26632, 1.67881, -0.06665], [-1.33399, -1.34897, 0.60055], [0.44446, -1.67764, -1.55120], [1.71917, -0.74524, 0.60089], [0.88003, -0.86340, 1.92919], [0.00433, 1.41771, 1.95421], [1.68374, 1.67433, 1.50296], [-0.59756, 0.90501, -1.77409], [-1.70245, 1.09432, -0.57564], [-2.15042, -1.28147, 0.06654], [1.00504, -0.51932, -2.04684], [-0.65504, -1.69850, -2.48182]], "lumo_energy_ev": 0.76, "e_above_lowest_kcal_mol": 83.4, "total_energy_ha": -649.55902, "homo_lumo_gap_ev": 9.93, "smiles": "O[C@]1(P)CCOC1"}

=====

[4]
{"formula": "C21H21Br3CaClCsF4IN4O13PV", "method": "ωB97M-V/def2-TZVPD", "elements": ["N", "C", "O", "N", "C", "C", "C", "C", "F", "F", "F", "C", "C", "P", "O", "I", "H", "H", "H", "H", "C", "C", "C", "O", "C", "C", "C", "O", "O", "O", "H", "H", "C", "O", "N", "C", "C", "H", "H", "H", "H", "H", "H", "H", "Ca", "C", "O", "O", "O", "Cs", "Cl", "O", "V", "O", "F", "C", "Br", "Br", "Br", "H", "C", "C", "O", "N", "C", "H", "H", "H", "H", "H", "H", "H"], "xyz": [[1.39666, -0.26467, -2.48325], [1.12718, 0.69918, -3.04858], [0.77542, 1.87780, -3.54873], [-0.03082, 2.45406, -2.55858], [-1.38179, 2.04874, -2.54123], [-2.21690, 2.54139, -1.57750], [-1.65288, 3.52394, -0.55623], [-2.64288, 4.13016, 0.53763], [-1.87735, 4.61747, 1.52407], [-3.37000, 5.24846, -0.07655], [-3.46750, 3.19277, 0.96182], [-0.10666, 3.91151, -0.60524], [0.61688, 3.34249, -1.64688], [2.37006, 3.81641, -1.71354], [3.29399, 2.43218, -1.88383], [2.76215, 5.09943, -3.81378], [-1.71207, 1.34382, -3.31432], [-3.25861, 2.20201, -1.61235], [0.34323, 4.62161, 0.10671], [3.34770, 2.01673, -1.00741], [1.99020, -2.73186, -4.98576], [0.66113, -2.95092, -5.38619], [0.48833, -4.13776, -6.33838], [-0.59938, -4.52636, -6.73610], [1.68650, -4.82658, -6.79244], [3.01849, -4.59208, -6.39846], [3.17855, -3.47639, -5.36515], [4.25181, -3.16958, -4.84269], [4.02313, -5.18313, -6.79164], [-0.33062, -2.30595, -5.05091], [2.19952, -1.91842, -4.30654], [1.48642, -5.60833, -7.51651], [-1.86047, 3.34388, 5.19002], [-0.99434, 3.35037, 6.04435], [-3.14702, 2.97858, 5.39078], [-4.12763, 2.99660, 4.32720], [-3.55152, 2.55444, 6.71870], [-1.65184, 3.64512, 4.15157], [-4.94356, 3.67304, 4.59546], [-4.52840, 1.98883, 4.18316], [-3.67862, 3.33283, 3.39747], [-3.36461, 3.36520, 7.42681], [-2.95355, 1.68979, 7.01349], [-4.60684, 2.29146, 6.73078], [-1.72889, 5.33115, -1.68736], [-6.45943, 4.49002, 0.56297], [-5.33598, 4.86426, 0.19367], [-7.10533, 3.53388, 0.04783], [-7.11788, 5.00719, 1.50908], [3.38729, -1.61732, -2.05497], [0.13511, 2.64133, 1.33112], [-3.98991, -0.45325, 7.11765], [-3.32131, -0.94117, 5.66227], [-2.68659, -1.55125, 4.20786], [-1.44863, 0.61247, 3.90384], [2.39959, 5.21581, 4.22506], [0.74875, 5.35826, 3.23723], [2.11359, 5.32342, 6.13108], [3.39000, 3.63301, 3.73631], [3.00710, 6.06753, 3.94938], [3.61046, -7.29091, 0.66071], [4.12507, -6.93229, -0.71246], [4.42225, -5.78868, -1.01942], [4.25141, -7.93722, -1.61842], [3.95115, -9.34421, -1.44026], [3.56260, -6.39343, 1.27195], [2.60793, -7.71519, 0.58878], [4.28324, -8.00269, 1.14169], [4.59911, -7.63003, -2.51451], [4.85866, -9.92373, -1.62139], [3.19394, -9.63753, -2.16977], [3.58521, -9.55770, -0.44116]], "lumo_energy_ev": -2.75, "total_energy_ha": -12871.81549, "homo_lumo_gap_ev": 1.09, "total_charge": -1}

=====

[5]
{"formula": "C33H27BrCl2F3KNO4P2", "method": "ωB97M-V/def2-TZVPD", "elements": ["K", "O", "P", "C", "P", "O", "C", "C", "C", "C", "C", "C", "C", "C", "C", "C", "C", "C", "C", "C", "C", "C", "C", "C", "C", "C", "C", "C", "C", "C", "H", "H", "H", "H", "H", "H", "H", "H", "H", "H", "H", "H", "H", "H", "H", "H", "H", "H", "H", "H", "H", "H", "Br", "C", "C", "N", "C", "C", "C", "C", "O", "O", "H", "H", "H", "Cl", "C", "Cl", "H", "H", "F", "C", "F", "F"], "xyz": [[-1.12458, 2.85842, -1.62553], [-0.16732, 2.22299, 0.36704], [0.48334, 1.20509, 1.26700], [1.36991, -0.00737, -1.05552], [-0.90760, -0.60329, -2.21779], [-1.17991, 0.75872, -2.73814], [-0.19190, -1.61768, -3.51623], [0.44970, -0.97959, -4.57330], [1.05104, -1.72402, -5.57500], [1.01144, -3.10965, -5.53370], [0.36966, -3.75320, -4.48430], [-0.22788, -3.00803, -3.48109], [-2.36833, -1.36300, -1.52198], [-2.31056, -2.41810, -0.61250], [-3.48025, -2.95398, -0.10216], [-4.70669, -2.42226, -0.47691], [-4.76892, -1.35084, -1.35392], [-3.59879, -0.82178, -1.88137], [-0.81098, 0.09125, 1.89676], [-0.58786, -1.07933, 2.61991], [-1.65407, -1.85349, 3.05291], [-2.95586, -1.46736, 2.77003], [-3.18844, -0.30978, 2.04475], [-2.12329, 0.46302, 1.61129], [1.29699, 1.99455, 2.66527], [1.50910, 1.35445, 3.88098], [2.19918, 1.99104, 4.90175], [2.67201, 3.28108, 4.71008], [2.45042, 3.92856, 3.50346], [1.76878, 3.28986, 2.48256], [2.08664, -0.68357, -1.52505], [1.24563, 0.90323, -1.63662], [0.46680, 0.10124, -4.60938], [1.54518, -1.22201, -6.39569], [1.47247, -3.69134, -6.32052], [0.33439, -4.83364, -4.44637], [-0.73535, -3.52234, -2.67399], [-1.35382, -2.80035, -0.28143], [-3.43343, -3.76694, 0.60996], [-5.61867, -2.83880, -0.06710], [-5.72250, -0.91779, -1.62251], [-3.63083, 0.02403, -2.55654], [0.41238, -1.41284, 2.85178], [-1.46150, -2.76225, 3.60868], [-3.78729, -2.07341, 3.10699], [-4.19945, -0.00663, 1.80652], [-2.30223, 1.36839, 1.04660], [1.14141, 0.35269, 4.05021], [2.36292, 1.47849, 5.83933], [3.20979, 3.78552, 5.50258], [2.81349, 4.93740, 3.35623], [1.59430, 3.78484, 1.53722], [5.25057, -1.34312, 4.09849], [3.91591, -1.59373, 2.77782], [3.42134, -2.87075, 2.55924], [2.50214, -3.13507, 1.63840], [2.03198, -2.10460, 0.93753], [2.44454, -0.78795, 1.10872], [3.44489, -0.52827, 2.03604], [1.88803, 0.40798, 0.32513], [2.77970, 1.39332, 0.17161], [0.08405, -0.69431, -0.99341], [3.79885, -3.70019, 3.14587], [1.27093, -2.33138, 0.20140], [3.81443, 0.48434, 2.12740], [1.64691, 3.26116, -3.11893], [2.37851, 3.78626, -1.55645], [1.49528, 5.18127, -0.88833], [3.38070, 4.11743, -1.80088], [2.34951, 2.93782, -0.85761], [-3.82093, 3.95248, -3.55450], [-3.49557, 4.33433, -2.22761], [-4.66680, 4.98268, -1.84000], [-2.63363, 5.45012, -2.49516]], "lumo_energy_ev": 2.22, "total_energy_ha": -6706.28496, "homo_lumo_gap_ev": 6.44, "total_charge": -1}

=====

[6]
{"formula": "C7H13NO2P", "method": "ωB97M-V/def2-TZVPD", "elements": ["C", "C", "C", "C", "C", "C", "C", "N", "O", "O", "P", "H", "H", "H", "H", "H", "H", "H", "H", "H", "H", "H", "H", "H"], "xyz": [[-0.43354, 0.12439, 1.17387], [-0.34663, -1.30112, 0.65852], [-1.20036, 0.29466, -1.13916], [1.07002, 0.73575, -0.66530], [-0.32377, 0.99317, -0.07814], [-0.53465, -1.13854, -0.84758], [0.85242, -0.69000, -1.32307], [1.44934, 1.58300, 4.13984], [-0.18569, 3.19042, 2.85375], [1.99829, 2.51207, 1.64848], [1.15280, 2.53303, 2.86767], [-1.38587, 0.26914, 1.56989], [0.21871, 0.52278, 1.90082], [0.49073, -1.96987, 0.87461], [-1.04815, -1.98956, 1.15832], [-2.34015, 0.33262, -1.02324], [-1.05646, 0.54229, -2.18604], [1.44654, 1.62296, -1.26306], [1.91850, 0.77110, -0.07006], [-0.55892, 2.09380, 0.07479], [-0.92040, -1.96753, -1.44410], [1.53004, -1.46313, -1.12738], [1.01777, -0.65542, -2.43320], [0.52004, 1.60408, 4.50726]], "lumo_energy_ev": 3.46, "e_above_lowest_kcal_mol": 8.1, "total_energy_ha": -821.18413, "homo_lumo_gap_ev": 8.24, "total_charge": -1}